Entry 1:
16
Properties=species:S:1:pos:R:3 method="wB97M-V/def2-TZVPD" lumo_energy_ev=-4.73 e_homo_ev=-13.832 e_tot_ev=-8300.0288 e_above_lowest_kcal_mol=131.5 orbital_gap_ev=9.1 charge=+1 smiles=C#[N+][C@]1(C)CN1C
C -1.63067 -1.10886 2.18012
C 1.17218 -0.44161 0.93772
C -0.23728 -0.69273 0.24841
C -0.56388 -1.05582 -1.22312
C 0.27715 1.74536 -0.13729
N -1.01377 -1.23478 1.24908
N 0.07279 0.58970 0.78903
H -2.06499 -1.17059 3.17836
H 1.16317 -0.93571 1.88573
H 2.11173 -0.40289 0.44938
H -1.30234 -1.81351 -1.11898
H 0.23431 -1.60814 -1.62952
H -0.74831 -0.10862 -1.62012
H -0.80441 2.12002 -0.38233
H 0.85458 2.61194 0.27874
H 0.79314 1.40401 -1.08056

---

Entry 2:
59
Properties=species:S:1:pos:R:3 method="wB97M-V/def2-TZVPD" lumo_energy_ev=-0.31 e_homo_ev=-8.574 e_tot_ev=-44663.0683 e_above_lowest_kcal_mol=69.6 orbital_gap_ev=8.3 smiles="Cc1ccc(NC(=O)CCC(=O)OCC(=O)c2ccc(Oc3ccc([N+](=O)[O-])cc3)cc2)cc1C"
C 4.12197 -0.87428 2.57948
C 3.01854 0.02052 2.10842
C 1.69307 -0.36665 2.24268
C 0.65397 0.43608 1.81010
C 0.94306 1.65688 1.21964
C 2.26515 2.06617 1.09809
C 3.30748 1.26258 1.53271
C 4.72283 1.72900 1.39118
H 5.33623 0.97906 0.89477
H 4.77202 2.65078 0.81765
H 5.16198 1.90774 2.37263
H 2.48540 3.02475 0.64869
N -0.08518 2.49648 0.74152
C -1.19589 2.08299 0.08287
O -1.43064 0.92410 -0.19134
C -2.13494 3.21726 -0.30119
H -2.60090 3.58801 0.61510
H -1.57939 4.03131 -0.76958
C -3.21539 2.69431 -1.24049
C -4.06819 1.65417 -0.54527
O -4.29480 1.61007 0.63252
O -4.60548 0.81226 -1.43890
C -5.53809 -0.13006 -0.92545
C -4.99361 -1.03756 0.17977
O -5.72134 -1.40185 1.07209
C -3.58431 -1.46417 0.07133
C -2.92840 -1.83064 1.24675
C -1.60823 -2.22195 1.21971
C -0.92592 -2.25870 0.00840
C -1.58430 -1.94771 -1.17524
C -2.90305 -1.54182 -1.14141
H -3.39998 -1.29567 -2.06659
H -1.05928 -2.01975 -2.11634
O 0.38493 -2.68616 0.03530
C 1.37595 -1.95310 -0.51302
C 2.65251 -2.52784 -0.47160
C 3.74430 -1.81971 -0.91139
C 3.57024 -0.53053 -1.41095
C 2.30050 0.03354 -1.48588
C 1.20613 -0.67097 -1.04149
H 0.22754 -0.21814 -1.04897
H 2.19470 1.03296 -1.87801
N 4.70564 0.23548 -1.81121
O 4.51175 1.31697 -2.33189
O 5.80946 -0.22892 -1.59224
H 4.73712 -2.24144 -0.87546
H 2.75806 -3.52246 -0.06924
H -1.08643 -2.49165 2.12484
H -3.47203 -1.77627 2.17758
H -5.84278 -0.74167 -1.77899
H -6.41373 0.39100 -0.52188
H -3.87532 3.50823 -1.54906
H -2.77927 2.24288 -2.13122
H 0.09694 3.48849 0.79084
H -0.37129 0.12202 1.91778
H 1.46768 -1.31856 2.70117
H 4.71437 -0.37994 3.34862
H 4.79176 -1.12306 1.75707
H 3.72053 -1.79706 2.98942

---

Entry 3:
62
Properties=species:S:1:pos:R:3 method="wB97M-V/def2-TZVPD" lumo_energy_ev=1.82 e_homo_ev=-9.020 e_tot_ev=-182963.1824 orbital_gap_ev=10.8 charge=-1
As 8.43350 19.89995 -21.37449
F 9.28591 21.42695 -21.00645
F 7.00762 20.88563 -21.94828
F 7.59520 18.39783 -21.91156
F 9.81747 18.99206 -20.66478
F 7.54677 19.75828 -19.76916
F 9.17324 19.93773 -22.96354
C 8.12406 24.27238 -22.41006
C 7.54002 23.27117 -23.43452
O 7.65615 24.00074 -24.69236
S 7.96158 25.62360 -24.58566
O 6.85016 26.40291 -25.09444
O 9.31254 25.88920 -24.98023
O 7.82785 25.59946 -22.94385
H 9.20825 24.18999 -22.48646
H 7.68530 24.07676 -21.43163
H 6.50036 22.95711 -23.34194
H 8.37265 22.57421 -23.33919
C 4.23151 18.45500 -22.34506
C 4.69633 17.24516 -21.66588
O 3.57417 16.48021 -21.32681
S 2.23699 17.40148 -20.99899
O 2.04288 17.52051 -19.52490
O 1.09803 17.06286 -21.86761
O 2.98684 18.71706 -21.71549
H 4.03840 18.35214 -23.41287
H 4.95993 19.24257 -22.15209
H 5.11803 17.54624 -20.70691
H 5.53929 16.87013 -22.24628
C 12.64495 18.36172 -22.56765
C 11.59551 17.24814 -22.96639
O 12.08746 16.02046 -22.66777
S 13.70788 16.02541 -22.64578
O 14.18141 15.74572 -24.01038
O 14.17149 15.22246 -21.49473
O 13.81222 17.60208 -22.37062
H 12.35439 18.79768 -21.61182
H 12.92529 19.18222 -23.22817
H 11.42960 17.24766 -24.04369
H 10.66603 17.42496 -22.42518
C 11.98875 22.72716 -20.58451
C 13.04194 23.83844 -20.21541
O 14.28642 23.20713 -19.93384
S 14.38536 21.61409 -20.40436
O 14.45565 20.66204 -19.30211
O 15.34196 21.47997 -21.47312
O 12.81665 21.65032 -21.10640
H 11.23165 22.99579 -21.32123
H 11.31251 22.52578 -19.75371
H 12.51223 24.48586 -19.51658
H 13.16849 24.48032 -21.08722
C 4.71834 22.12834 -19.84718
C 4.23012 21.20199 -18.74343
O 2.82280 21.49851 -18.57249
S 2.34873 22.85709 -19.38940
O 2.17992 24.01340 -18.50185
O 1.27629 22.64473 -20.33897
O 3.80048 23.07999 -20.19683
H 4.98370 21.46266 -20.66849
H 5.65782 22.61405 -19.58343
H 4.60334 21.54416 -17.77817
H 4.41291 20.14214 -18.92065

---

Entry 4:
31
Properties=species:S:1:pos:R:3 method="wB97M-V/def2-TZVPD" s_squared=3.798 lumo_energy_ev="-9.60 / -11.04" e_homo_ev="-15.984 / -15.977" e_tot_ev=-34032.8092 e_above_lowest_kcal_mol=51.6 orbital_gap_ev="6.4 / 4.9" charge=+2 multiplicity=4
C 0.84486 3.02777 1.83347
C 2.94168 0.68992 0.27644
H 0.81001 3.88343 1.13635
H 1.75840 3.16720 2.45376
H -0.03034 3.13767 2.48580
H 3.41396 0.26626 -0.62821
H 3.37319 1.70317 0.38891
H 3.35349 0.06894 1.09292
C -2.21811 1.50666 0.53688
C -3.50813 1.26837 0.06138
C -3.72472 0.23742 -0.84508
C -2.64932 -0.54674 -1.22458
H -2.01140 2.33747 1.22432
H -4.32790 1.89592 0.40424
H -4.70396 0.02420 -1.24275
H -2.72673 -1.35801 -1.92952
N -1.18470 0.71223 0.19513
C -1.39611 -0.33358 -0.63811
C -0.26487 -1.27080 -0.76871
N 0.84426 -0.97542 -0.04999
C 1.78731 -1.92629 0.12705
C 0.69840 -3.38843 -1.44911
C 1.79779 -3.09753 -0.64658
H 2.57598 -1.74028 0.86997
H 2.65129 -3.76767 -0.60864
C -0.34414 -2.47968 -1.47630
H -1.25527 -2.64257 -2.02262
H 0.62845 -4.30981 -2.02805
Tc 1.02931 1.20742 0.76264
I 1.12239 2.42193 -1.51018
I 0.71489 0.28085 3.21917

---

Entry 5:
90
Properties=species:S:1:pos:R:3 method="wB97M-V/def2-TZVPD" lumo_energy_ev=-0.16 e_homo_ev=-7.415 e_tot_ev=-73963.9934 e_above_lowest_kcal_mol=1.9 orbital_gap_ev=7.3
C -2.45305 4.54083 0.43376
C -1.65097 5.27969 -0.64130
N -0.20121 5.30932 -0.48582
C 0.40459 6.52031 0.02931
C 1.67351 6.07338 0.33606
N 1.74700 4.72357 0.16718
C 0.63121 4.29822 -0.27054
C 2.93807 3.84672 0.42249
H -2.33061 4.97958 1.44688
H -2.04437 3.48803 0.32340
H -3.42667 4.54152 0.33188
H -1.82915 6.37307 -0.57130
H -1.92158 4.83914 -1.64932
H 0.00931 7.46788 -0.00695
H 2.28468 6.61554 0.86247
H 0.43966 3.25499 -0.41156
H 2.60975 2.76410 0.08545
H 3.13177 3.90621 1.47271
H 4.01881 4.12683 -0.06344
Cl -0.09046 0.49138 -0.74709
C 2.96595 2.41078 5.65647
C 1.75678 2.51899 4.69551
C 1.56151 1.47074 3.77210
C 2.46441 0.35708 3.82885
C 3.55728 0.37305 4.77243
C 3.71619 1.29668 5.77442
O 4.66714 1.08155 6.81589
O 0.47619 1.49658 2.93483
H 3.05388 3.39321 6.34311
H 1.23016 3.39889 4.78447
H 2.39944 -0.41779 2.98423
H 4.00309 -0.68532 5.09611
H 5.16170 0.40309 6.39151
H 0.51129 0.91376 2.06813
C 4.02186 -1.53143 -0.03682
C 5.10426 -2.39981 0.47106
C 6.01502 -2.98697 -0.54049
C 5.79890 -2.53384 -1.83336
C 4.90890 -1.54381 -2.22672
C 4.03213 -1.02790 -1.33275
O 3.08171 -0.06371 -1.75213
O 6.86390 -3.87908 -0.05591
H 3.45525 -1.14684 0.79326
H 5.01431 -2.84782 1.44908
H 6.31149 -3.10158 -2.73228
H 4.55953 -1.53615 -3.25854
H 2.26724 -0.18556 -1.16059
H 7.08393 -4.46241 -0.65823
C -2.51350 -1.24485 -3.71144
C -3.60192 -2.01681 -4.50399
C -3.50803 -2.22519 -5.83058
C -2.31358 -1.88153 -6.49804
C -1.27687 -1.29003 -5.77318
C -1.35343 -0.92317 -4.44640
O -0.15801 -0.48974 -3.75879
O -4.49044 -2.69961 -6.53374
H -2.71704 -1.03369 -2.67512
H -4.52727 -2.13096 -3.91187
H -2.23959 -2.17048 -7.54251
H -0.40378 -1.07420 -6.16249
H -0.45079 -0.37301 -2.74936
H -5.33482 -2.25100 -6.30847
C -5.26177 -1.15732 0.71193
C -4.10507 -0.44645 -0.02579
C -4.24847 0.88864 -0.51295
C -5.42390 1.53062 -0.27482
C -6.57333 0.89000 0.45560
C -6.41889 -0.38627 0.94941
O -7.23505 -0.98499 1.82912
O -3.32171 1.53753 -1.30350
H -5.02556 -1.94986 1.17372
H -3.29585 -1.07053 -0.12710
H -5.61133 2.51788 -0.70421
H -7.39847 1.66499 0.48133
H -6.87354 -1.83686 1.90715
H -2.47395 1.34063 -1.48536
C -0.59516 -4.01263 2.30810
C -0.34640 -5.52245 1.95446
C 0.03416 -5.87532 0.60905
C 0.24759 -4.82989 -0.31221
C 0.07036 -3.46536 0.00325
C -0.27388 -3.01652 1.31205
O -0.61731 -1.74918 1.49495
O 0.29390 -7.11342 0.26531
H -0.89020 -3.86486 3.38817
H -0.26833 -6.32436 2.72428
H 0.60952 -5.22638 -1.20875
H 0.31820 -2.76697 -0.79112
H -0.37949 -1.20150 0.88160
H -0.03073 -7.96964 0.59435

---

Entry 6:
90
Properties=species:S:1:pos:R:3 method="wB97M-V/def2-TZVPD" s_squared=0.841 lumo_energy_ev="-3.74 / -4.44" e_homo_ev="-10.224 / -10.181" e_tot_ev=-125698.8240 orbital_gap_ev="6.5 / 5.7" charge=+1 multiplicity=2
Tc 0.12029 -0.34744 0.03898
Cl -0.58201 -7.21224 1.17458
C -0.42171 -5.66344 0.44368
C 0.51709 -5.46294 -0.55962
C 0.65449 -4.20404 -1.11162
Cl 1.82519 -3.93384 -2.33952
C -0.13491 -3.11094 -0.69882
O -0.02001 -1.93434 -1.25092
C -1.08811 -3.36154 0.31448
C -2.06261 -2.26934 0.63228
O -1.64001 -1.03644 0.84748
C -1.23841 -4.62104 0.85998
H 1.11909 -6.28624 -0.91462
H -2.77471 -2.58364 1.40728
H -2.00061 -4.78824 1.60368
C -3.62861 1.13356 -4.60582
C -4.34441 0.89346 -3.29122
O -3.84431 -0.28454 -2.65572
P -3.10881 -0.24404 -1.23742
S -3.16701 -2.29964 -0.98502
S -1.59531 1.03956 -1.31382
O -4.14571 0.43216 -0.22032
C -5.47061 -0.10394 -0.08722
C -5.69291 -0.62194 1.32138
H -4.06441 1.99446 -5.10372
H -3.73731 0.26666 -5.25012
H -2.57081 1.31856 -4.43412
H -5.40891 0.71456 -3.45572
H -4.23121 1.75186 -2.62252
H -5.61471 -0.90734 -0.81762
H -6.15821 0.71026 -0.32632
H -4.94611 -1.37464 1.56718
H -6.67541 -1.07934 1.39058
H -5.62261 0.19016 2.03938
C -1.48011 2.70936 4.10508
N -0.36761 1.80916 4.36168
C 0.87149 2.56056 4.46128
N 1.11609 3.36336 3.27528
C -0.02111 4.24506 3.04978
N -1.27271 3.51966 2.91618
C -1.33701 2.73746 1.70388
P 0.00039 1.43986 1.65148
C -0.28401 0.76896 3.37268
C 1.42459 2.56356 2.11748
H -1.59861 3.36836 4.96888
H -2.39001 2.11666 3.97538
H 1.70139 1.86426 4.60218
H 0.80999 3.22646 5.32698
H 0.15339 4.83896 2.15038
H -0.10591 4.91626 3.90958
H -1.24871 3.39866 0.83538
H -2.30701 2.23176 1.64858
H 0.53429 0.08386 3.62218
H -1.21391 0.19366 3.36318
H 1.64319 3.22886 1.27528
H 2.30599 1.94596 2.31878
C 3.12009 -0.24084 -4.30932
N 1.75169 0.23116 -4.44692
C 1.73729 1.67246 -4.60612
N 2.39389 2.33836 -3.49402
C 3.76019 1.84786 -3.38442
N 3.82279 0.40806 -3.21432
C 3.32329 -0.01174 -1.92812
P 1.52569 0.43646 -1.71882
C 0.91859 -0.20204 -3.36182
C 1.65899 2.22496 -2.26142
H 3.65769 -0.03454 -5.23892
H 3.10839 -1.31914 -4.13312
H 0.70499 2.02386 -4.68422
H 2.27039 1.93226 -5.52362
H 4.24969 2.33516 -2.53902
H 4.29009 2.11316 -4.30362
H 3.91209 0.47226 -1.14342
H 3.43299 -1.09644 -1.82362
H -0.10051 0.16736 -3.51422
H 0.88929 -1.29514 -3.31632
H 2.16279 2.80596 -1.48112
H 0.64169 2.61096 -2.39922
C 1.48779 -1.02794 1.07958
C 2.49679 -1.49004 1.92328
C 2.26049 -2.60964 2.74738
C 3.23389 -3.03804 3.62348
C 4.45629 -2.38284 3.69388
C 4.72179 -1.30354 2.85968
C 3.75679 -0.85764 1.98258
H 1.30269 -3.10104 2.67258
H 3.04729 -3.89714 4.24658
H 5.20039 -2.71394 4.40058
H 5.69039 -0.82654 2.89838
H 3.93379 -0.01664 1.32728

---

Entry 7:
9
Properties=species:S:1:pos:R:3 method="wB97M-V/def2-TZVPD" s_squared=6.015 lumo_energy_ev="-5.29 / -6.07" e_homo_ev="-13.632 / -13.927" e_tot_ev=-41631.7377 e_above_lowest_kcal_mol=3.0 orbital_gap_ev="8.3 / 7.9" charge=+1 multiplicity=5
C -1.26706 -0.22381 0.15239
C -1.89068 0.78547 -0.47969
H -2.93146 0.71847 -0.82295
H -1.83485 -1.16667 0.17892
H -1.40721 1.75448 -0.65397
O 2.15385 -0.33122 0.81400
C 2.97618 -0.62058 0.02650
O 3.88307 -0.96114 -0.58847
Fe 0.31817 0.04500 1.37327

---

Entry 8:
20
Properties=species:S:1:pos:R:3 method="wB97M-V/def2-TZVPD" lumo_energy_ev=-3.16 e_homo_ev=-13.708 e_tot_ev=-9379.0727 e_above_lowest_kcal_mol=57.9 orbital_gap_ev=10.5 charge=+1 smiles=NCC[C@H]([NH3+])CO
C -2.03767 0.13589 0.32082
O -2.80863 -1.14635 0.20808
C -0.52003 -0.28552 0.34543
C 0.38789 0.96255 0.54685
C 1.67544 0.79196 -0.15484
N 2.47667 -0.39307 0.20030
N -0.18328 -0.94039 -0.97799
H -2.43107 0.76263 -0.54354
H -2.30718 0.67100 1.34893
H -3.76768 -1.09811 0.10400
H -0.40113 -1.08579 1.13196
H -0.08224 1.91161 0.18454
H 0.29943 1.03489 1.56994
H 1.62537 0.86059 -1.25531
H 2.32317 1.68600 0.17096
H 0.84267 -0.99970 -1.13755
H 3.27777 -0.36246 -0.41683
H 2.66662 -0.22192 1.20712
H -0.59114 -1.87982 -1.07092
H -0.44499 -0.40401 -1.78194